14
Properties=species:S:1:pos:R:3 method="wB97M-V/def2-TZVPD" molar_mass_g_mol=97.12 total_energy_ha=-320.80084 de_lowest_kj_mol=216.5 smiles="NCC1C=NN=C1" orbital_gap_ha=0.3957 homo_ev=-10.13 fmax_ev_per_a=4.0
C 0.52 -0.57 -1.02
C 0.49 -0.05 0.44
C -0.48 -0.66 1.28
C 0.31 1.37 0.84
H -1.00 0.66 -1.53
H -0.81 -0.61 -2.45
H 1.41 -0.07 -1.56
H 0.62 -1.66 -0.91
H 1.39 -0.31 0.92
H -0.99 -1.69 1.25
H 0.88 2.21 0.39
N -0.83 -0.36 -1.53
N -1.02 0.19 2.10
N -0.49 1.53 1.78

***

87
Properties=species:S:1:pos:R:3 method="wB97M-V/def2-TZVPD" molar_mass_g_mol=859.39 total_energy_ha=-6315.46816 de_lowest_kj_mol=84.2 orbital_gap_ha="0.2445 / 0.2434" total_charge=+2 homo_ev="-12.97 / -13.22" fmax_ev_per_a=0.6
Ti 0.78 0.35 0.36
C 2.75 1.51 -0.75
C 2.83 2.27 0.41
C 3.69 1.87 1.44
C 4.46 0.73 1.28
C 4.38 -0.03 0.12
C 3.52 0.35 -0.90
H 2.15 1.86 -1.59
H 2.24 3.17 0.51
H 3.76 2.46 2.34
H 5.16 0.45 2.06
H 5.01 -0.90 0.00
H 3.46 -0.21 -1.82
O 0.75 1.25 2.24
S 0.63 1.24 3.76
C 0.11 -0.44 4.23
C 1.27 -1.29 4.76
C 2.28 -1.81 3.73
C 1.70 -2.94 2.86
S 2.10 -2.68 1.13
O 1.38 -1.31 0.91
C 1.10 -3.84 0.29
C -0.29 -3.86 0.44
C -1.02 -4.78 -0.28
C -0.37 -5.66 -1.14
C 1.00 -5.64 -1.29
C 1.75 -4.71 -0.58
C -0.87 2.13 4.13
C -1.12 2.42 5.46
C -2.26 3.14 5.79
C -3.12 3.56 4.78
C -2.84 3.29 3.45
C -1.70 2.57 3.12
H -0.41 -0.86 3.36
H -0.63 -0.30 5.02
H 0.84 -2.14 5.29
H 1.81 -0.71 5.52
H 3.15 -2.19 4.26
H 2.64 -0.98 3.11
H 0.61 -3.03 2.93
H 2.13 -3.92 3.10
H -0.78 -3.15 1.10
H -2.10 -4.81 -0.18
H -0.96 -6.38 -1.71
H 1.49 -6.33 -1.96
H 2.83 -4.66 -0.70
H -0.43 2.11 6.25
H -2.47 3.37 6.82
H -4.01 4.13 5.04
H -3.51 3.63 2.67
H -1.47 2.34 2.09
F -3.99 4.10 -2.33
C -3.43 3.13 -1.64
C -2.09 3.19 -1.31
F -1.34 4.22 -1.68
C -1.55 2.15 -0.59
F -0.20 2.21 -0.27
C -2.25 1.03 -0.19
S -1.46 -0.31 0.61
C -3.60 1.00 -0.52
F -4.34 -0.04 -0.17
C -4.19 2.03 -1.24
F -5.46 1.97 -1.57
Ge 0.25 -0.44 -2.18
C -1.60 -0.49 -2.78
C -2.08 0.46 -3.69
C -3.40 0.41 -4.11
C -4.26 -0.57 -3.64
C -3.78 -1.53 -2.75
C -2.46 -1.48 -2.32
C 1.33 0.46 -3.54
C 1.13 1.81 -3.85
C 1.87 2.42 -4.85
C 2.82 1.69 -5.56
C 3.02 0.35 -5.27
C 2.27 -0.26 -4.26
H 0.78 -1.88 -2.01
H -1.42 1.22 -4.09
H -3.76 1.15 -4.82
H -5.28 -0.60 -3.98
H -4.44 -2.30 -2.39
H -2.11 -2.23 -1.62
H 0.39 2.40 -3.31
H 1.70 3.46 -5.09
H 3.39 2.17 -6.34
H 3.74 -0.23 -5.82
H 2.43 -1.32 -4.06